Here is the molecule C6H10 from the OMol25 dataset. Energies are from the ωB97M-V functional and the def2-TZVPD basis.

Results
ΔE to the lowest compared entry with this formula, charge and spin   2.298 eV
HOMO energy   -8.1 eV
LUMO   0.930 eV
Energy   -6381.56102 eV
SMILES   C=C/C=C/CC

Geometry (Å):
C: -3.09872 0.38400 0.15042
C: -1.86595 0.87720 -0.22337
C: -0.81662 -0.17999 -0.39494
C: 0.52761 0.16978 -0.05609
C: 1.56877 -0.74525 0.37746
C: 2.97375 -0.34520 -0.00006
H: -3.13190 -0.67855 0.17476
H: -3.79710 1.19943 0.25909
H: -1.59059 1.89346 -0.06393
H: -1.04235 -1.17273 -0.85784
H: 0.89892 1.23966 0.00724
H: 1.40535 -1.71161 -0.07064
H: 1.64226 -0.85725 1.49771
H: 3.18598 -0.29580 -1.08318
H: 3.17352 0.56027 0.53104
H: 3.52288 -1.14011 0.48526

Cartesian forces (eV/Å) of the 2 atoms listed first:
C 3.0765 2.8655 -1.5736
C -1.2614 -3.7697 0.8531

Mulliken atomic charge list, values in e, 8 entries:
1 C -0.798
2 C -0.224
3 C -0.243
4 C -0.303
5 C -0.241
6 C -1.163
7 H 0.299
8 H 0.276

Here is the molecule C6H10 from the OMol25 dataset. Energies are from the ωB97M-V functional and the def2-TZVPD basis.

Results
ΔE to the lowest compared entry with this formula, charge and spin   1.500 eV
HOMO energy   -9.0 eV
LUMO   1.165 eV
Energy   -6382.35903 eV
SMILES   C[C@@H]1C=CCC1

Geometry (Å):
C: -0.35140 -1.39909 1.20229
C: -0.81876 -0.24451 0.30458
C: -0.47589 -0.51138 -1.13057
C: 0.47048 0.26622 -1.64144
C: 0.94359 1.37003 -0.73110
C: -0.05163 1.05589 0.67331
H: 0.74241 -1.45520 1.16023
H: -0.76222 -2.36064 0.87420
H: -0.63869 -1.24650 2.25025
H: -1.91546 -0.16303 0.40935
H: -0.97576 -1.29823 -1.68492
H: 0.77285 0.17207 -2.68562
H: 1.91120 1.21480 -0.25429
H: 1.20482 2.22978 -1.40788
H: -0.74295 1.64865 1.32320
H: 0.74232 0.81331 1.38116

Cartesian forces (eV/Å) of the 2 atoms listed first:
C 0.0264 -0.1293 0.0516
C 0.1562 -0.0675 -0.0163

Mulliken atomic charge list, values in e, 8 entries:
1 C -1.424
2 C 0.444
3 C -0.582
4 C -0.266
5 C -0.574
6 C -0.995
7 H 0.362
8 H 0.384

Here is a structure of composition C6H10 from the OMol25 dataset. Energies are from the ωB97M-V functional and the def2-TZVPD basis.

Results
ΔE to the lowest compared entry with this formula, charge and spin   4.554 eV
HOMO energy (spin up / spin down)   -7.1 / -7.4 eV
LUMO (spin up / spin down)   0.575 / 0.755 eV
Energy   -6379.30522 eV

Geometry (Å):
C: 2.09279 -0.22139 0.47728
C: 0.87521 -0.99361 0.12012
C: -1.43741 -0.74249 -0.44109
C: -1.71622 0.38559 0.51561
C: -0.61566 1.01166 -0.30949
C: -0.05139 -0.47932 -0.84801
H: 1.85189 0.68568 1.07193
H: 2.60678 0.14392 -0.42368
H: 2.79793 -0.81149 1.07064
H: 0.52280 -1.76784 0.79756
H: -2.20809 -1.07507 -1.13980
H: -2.69835 0.85232 0.39483
H: -1.51537 0.22552 1.57693
H: 0.21552 1.54769 0.17273
H: -1.00711 1.59214 -1.14507
H: 0.28667 -0.35331 -1.89048

Cartesian forces (eV/Å) of the 2 atoms listed first:
C 0.2352 0.0526 0.0465
C 0.8972 -0.2169 0.6452

Mulliken atomic charge list, values in e, 8 entries:
1 C -1.036
2 C -0.484
3 C -0.891
4 C -0.356
5 C -0.625
6 C 0.320
7 H 0.237
8 H 0.292

Here is a cluster of 2 separate species, C6H10 in total from the OMol25 dataset. Energies are from the ωB97M-V functional and the def2-TZVPD basis.

Results
ΔE to the lowest compared entry with this formula, charge and spin   4.984 eV
HOMO energy   -8.1 eV
LUMO   -0.744 eV
Energy   -6378.87548 eV

Geometry (Å):
C: -1.39688 -2.41781 1.51372
C: -2.07204 0.12732 0.71599
C: -0.78689 0.45778 0.39257
C: 0.31211 0.83461 -0.01002
C: 1.56228 1.32983 -0.56977
C: 1.53056 1.51764 -2.08973
H: -0.69487 -2.90536 0.83470
H: -0.84221 -1.85776 2.27062
H: -2.05276 -3.14512 1.99337
H: -2.02801 -1.75079 0.90534
H: -2.25578 0.20501 1.79817
H: 2.36176 0.63456 -0.27928
H: 1.80571 2.27422 -0.06437
H: 0.71511 2.18991 -2.37273
H: 2.47332 1.94582 -2.44527
H: 1.36860 0.56014 -2.59332

Cartesian forces (eV/Å) of the 2 atoms listed first:
C 0.0469 -0.0960 0.0598
C 0.1975 0.3004 -0.0395

Mulliken atomic charge list, values in e, 8 entries:
1 C -1.009
2 C -1.470
3 C 0.730
4 C 0.401
5 C -0.613
6 C -1.052
7 H 0.269
8 H 0.235

Here is a cluster of 2 separate species, C6H10 in total from the OMol25 dataset. Energies are from the ωB97M-V functional and the def2-TZVPD basis.

Results
ΔE to the lowest compared entry with this formula, charge and spin   4.076 eV
HOMO energy   -8.4 eV
LUMO   0.871 eV
Energy   -6379.78329 eV

Geometry (Å):
C: -1.42174 0.51157 0.46568
C: -0.50835 0.91997 -0.65509
C: 0.96180 1.08455 -0.27682
C: 1.36958 -0.24742 0.46439
C: 0.25226 -1.33028 0.07621
C: -0.85737 -0.53618 -0.46364
H: -1.08391 0.55776 1.50088
H: -2.48194 0.71716 0.33797
H: -0.90720 1.50372 -1.47773
H: 1.54820 1.24724 -1.19350
H: 1.15309 1.97161 0.35352
H: 1.41648 -0.07366 1.53635
H: 2.39327 -0.52879 0.15448
H: -0.91939 -2.32795 0.44092
H: 0.64201 -2.21412 -0.39034
H: -1.56673 -1.27710 -0.83634

Cartesian forces (eV/Å) of the 2 atoms listed first:
C -0.1358 -0.0226 0.1054
C -0.0292 -0.1269 -0.2978

Mulliken atomic charge list, values in e, 8 entries:
1 C -0.654
2 C -0.283
3 C -0.649
4 C -0.663
5 C -0.546
6 C -0.183
7 H 0.199
8 H 0.270

Here is a cluster of 2 separate species, C6H10 in total from the OMol25 dataset. Energies are from the ωB97M-V functional and the def2-TZVPD basis.

Results
ΔE to the lowest compared entry with this formula, charge and spin   5.883 eV
HOMO energy (spin up / spin down)   -9.0 / -9.0 eV
LUMO (spin up / spin down)   -0.568 / -0.566 eV
Energy   -6377.97605 eV

Geometry (Å):
C: 2.25454 -0.28008 0.10148
C: 0.82018 -0.06250 -0.36806
C: -0.27641 -0.82789 0.44385
C: -2.99591 0.52234 -0.65073
C: -0.84017 0.54865 0.78268
C: 0.09772 1.20103 0.07091
H: 2.34445 -0.13287 1.18483
H: 2.96068 0.39384 -0.39586
H: 2.57035 -1.30373 -0.12749
H: 0.75548 -0.24967 -1.44841
H: -0.92009 -1.48630 -0.15724
H: 0.11661 -1.39767 1.29502
H: -3.01534 -0.55522 -0.36215
H: -2.47413 0.49144 -1.63516
H: -1.68800 0.88225 1.39073
H: 0.29006 2.25641 -0.12439

Cartesian forces (eV/Å) of the 2 atoms listed first:
C 0.0332 0.0065 0.0227
C 0.0300 -0.0406 -0.0811

Mulliken atomic charge list, values in e, 8 entries:
1 C -1.444
2 C 0.484
3 C -0.647
4 C -0.389
5 C -0.736
6 C -0.493
7 H 0.348
8 H 0.356

Question: Which value of ΔE to the lowest compared entry with this formula, charge and spin does entry 5 give?
Answer: 4.076 eV

Question: Which of these has the highest energy?
Answer: number 6

Question: Which of these has the lowest ΔE to the lowest compared entry with this formula, charge and spin?
Answer: number 2